{"formula": "C3H3N5", "method": "wB97M-V/def2-TZVPD", "smiles": "[H]/N=c1/cncnnn1", "homo_ha": -0.3753, "total_charge": 0, "energy_ha": -389.68516, "elements": ["H", "N", "C", "C", "N", "C", "N", "N", "N", "H", "H"], "xyz": [[-2.41768, -0.97484, 0.57713], [-1.86393, -0.09387, 1.00052], [-1.09325, 0.03776, 0.00473], [-0.37853, 1.32272, -0.40773], [0.85687, 1.35608, -0.24792], [1.36924, 0.33768, 0.55317], [1.23523, -0.99003, 0.63238], [0.59354, -1.32310, -0.59218], [-0.57731, -0.72087, -1.06229], [-0.84193, 2.32650, -0.76953], [2.16401, 0.86197, 1.17783]], "atomic_forces_ev_per_a": [[1.238, 1.252, 2.387], [-1.844, -2.727, -3.251], [0.240, 3.838, -0.390], [-2.617, 1.939, 0.420], [2.231, -0.613, 0.937], [2.608, 0.105, 1.639], [-1.516, 3.184, -2.988], [-3.504, 0.780, -1.708], [3.961, -4.090, 3.104], [0.204, -2.245, 0.126], [-1.001, -1.423, -0.278]]}